Entry 1:
Entry from the OMol25 dataset: a molecular structure, C12H11AsBrCuF6N3O2 (ωB97M-V/def2-TZVPD).

Last column: Löwdin charge in e.
Element x y z (Å)
Cu (0.01784, 0.09820, -0.61538)  0.66
O (-1.43273, -0.47698, 0.29204)  -0.08
N (-1.29901, -1.68330, 0.78948)  0.11
N (-0.16029, -2.14410, 0.63639)  -0.12
O (0.71115, -1.49578, -0.13508)  -0.07
C (0.27570, -3.38360, 1.22321)  -0.16
C (-0.34867, -3.83614, 2.37644)  0.00
C (0.09038, -5.02900, 2.91973)  -0.04
C (1.13097, -5.72965, 2.32040)  -0.04
C (1.74225, -5.24585, 1.17208)  -0.04
C (1.31639, -4.05716, 0.60477)  0.01
H (-1.14316, -3.26620, 2.83704)  0.12
H (-0.37331, -5.40786, 3.81948)  0.12
H (1.47191, -6.65819, 2.75741)  0.12
H (2.55302, -5.79470, 0.71421)  0.12
H (1.77882, -3.66025, -0.28705)  0.13
C (-1.94783, 5.00539, -0.14015)  -0.01
C (-1.77603, 3.78421, -0.99296)  -0.21
C (-2.21205, 3.72771, -2.31451)  0.04
C (-2.00786, 2.59819, -3.08994)  -0.05
C (-1.35260, 1.52872, -2.52029)  -0.68
Br (-1.02801, -0.06748, -3.44831)  0.93
N (-0.93077, 1.58056, -1.25567)  -0.06
C (-1.13437, 2.66432, -0.49567)  -0.03
H (-2.84578, 5.55283, -0.42009)  0.09
H (-1.09289, 5.67132, -0.26895)  0.10
H (-2.01358, 4.74678, 0.91502)  0.09
H (-2.72043, 4.58080, -2.74649)  0.14
H (-2.34705, 2.53839, -4.11338)  0.12
H (-0.74932, 2.62406, 0.51384)  0.14
F (1.59518, 0.67381, -1.38515)  -0.29
As (2.66661, 1.67629, -0.08576)  0.81
F (3.85909, 1.74181, -1.28175)  -0.17
F (3.18238, 0.13848, 0.43794)  -0.19
F (3.46083, 2.55179, 1.11329)  -0.16
F (1.20696, 1.41680, 0.90284)  -0.26
F (1.85624, 3.03576, -0.74902)  -0.20

Cartesian forces, eV/Å:
Cu 0.0380 0.0270 0.0610
O 0.0520 0.0086 -0.0384
N -0.0014 -0.0071 0.0002
N -0.0228 0.0350 -0.0173
O 0.0376 -0.0748 0.0559
C 0.0258 -0.0547 0.0256
C -0.0191 0.0420 -0.0081
C 0.0080 -0.0233 0.0041
C -0.0037 0.0107 0.0033
C 0.0033 -0.0178 0.0085
C 0.0089 0.0299 -0.0252
H -0.0047 -0.0054 -0.0024
H -0.0036 0.0038 0.0004
H -0.0051 -0.0017 0.0010
H -0.0014 0.0066 -0.0014
H 0.0011 -0.0077 0.0056
C 0.0148 0.0023 -0.0035
C -0.0168 0.0087 -0.0057
C 0.0164 -0.0033 -0.0009
C -0.0056 0.0148 -0.0161
C -0.0038 -0.0314 0.0234
Br 0.0018 0.0144 -0.0233
N -0.1036 0.0882 -0.0349
C 0.0454 0.0015 0.0023
H -0.0037 -0.0051 0.0018
H -0.0055 0.0025 0.0018
H 0.0023 0.0000 -0.0016
H -0.0035 -0.0028 0.0027
H 0.0057 0.0028 0.0000
H 0.0080 -0.0098 0.0010
F -0.0725 -0.0742 -0.0532
As 0.0254 0.0409 0.0621
F -0.0044 0.0016 -0.0190
F 0.0424 0.0151 -0.0056
F -0.0023 -0.0208 0.0033
F -0.0262 -0.0331 -0.0124
F -0.0275 0.0165 0.0049

For the HOMO energy (alpha / beta), the calculation gives -13.1 / -13.1 eV. Its net charge is +1. The value obtained for the energy above the lowest of the compared OMol25 structures with the same formula, charge and spin is 0.0 kcal/mol.

***

Entry 2:
Entry from the OMol25 dataset: a gas-phase ion, C7H13N (charge +1) in a non-equilibrium geometry (ωB97M-V/def2-TZVPD).

Last column: Löwdin charge in e.
Element x y z (Å)
C (-0.07802, 1.73544, 1.59031)  -0.10
C (-0.40803, 0.28497, 1.47466)  -0.20
N (1.26660, -2.23141, 1.47439)  0.05
C (0.98265, -1.49135, 0.25579)  -0.05
C (0.20070, -0.43514, 0.29303)  -0.21
C (0.23176, 0.21070, -1.03664)  -0.04
C (-1.00096, 0.37453, -1.58330)  -0.11
C (-1.15233, 1.13822, -2.79922)  -0.07
H (0.75001, 1.93046, 2.33189)  0.10
H (-0.90831, 2.25970, 2.07272)  0.08
H (0.20787, 2.22669, 0.56117)  0.12
H (-1.57887, 0.32387, 1.23208)  0.17
H (-0.18936, -0.18507, 2.43831)  0.11
H (0.44993, -2.41406, 2.18554)  0.14
H (2.02296, -1.79004, 2.09067)  0.14
H (1.69555, -1.90846, -0.48174)  0.16
H (1.16961, 0.13366, -1.62709)  0.15
H (-1.99107, -0.00725, -1.03375)  0.18
H (-0.83538, 2.14713, -2.43445)  0.12
H (-2.11396, 1.16354, -3.28284)  0.08
H (-0.19984, 0.83551, -3.54103)  0.17

Cartesian forces, eV/Å:
C 1.8519 2.4474 -0.4724
C -2.7660 -1.1816 -1.1604
N -1.3843 0.5653 2.0187
C 3.6948 -4.3874 4.4852
C -0.2479 3.5843 -2.0024
C -1.0007 -1.9317 1.3950
C -2.2272 0.0717 0.9872
C 3.2018 0.1135 -2.0759
H -0.4201 -0.3538 -1.0873
H -0.0139 0.0568 -0.5262
H -0.7050 -0.7846 2.0927
H 2.1397 -0.6883 0.7305
H -0.4872 -0.3510 -0.4194
H 1.7120 0.8580 -2.1286
H -0.7460 -1.1240 -1.6128
H -0.8332 1.1323 -0.2824
H -0.8523 0.4610 0.3253
H 2.4376 1.0392 -0.9659
H -0.5186 -0.2598 -0.6515
H -0.0732 -0.1181 -0.1955
H -2.7622 0.8507 1.5462

For the HOMO energy (alpha / beta), the calculation gives -13.9 / -13.6 eV. Its net charge is +1. The value obtained for the energy above the lowest of the compared OMol25 structures with the same formula, charge and spin is 72.5 kcal/mol. Its multiplicity is 2.